Entry 1:
Entry from OMol25: a cluster of 14 separate species, C38H109N5O23 in total at a distorted geometry (ωB97M-V with the def2-TZVPD basis set).

Atoms and positions in Å:
C 2.65 -0.68 -6.66
C 2.73 -0.62 -5.17
C 2.22 0.64 -4.48
O 2.91 1.78 -4.95
C 2.32 3.00 -4.47
N 1.99 -1.83 -4.70
H 3.22 0.07 -7.22
H 1.62 -0.52 -7.01
H 3.04 -1.55 -7.18
H 3.71 -0.86 -4.73
H 2.30 0.52 -3.40
H 1.15 0.71 -4.73
H 1.25 3.10 -4.65
H 2.86 3.78 -5.01
H 2.65 3.08 -3.43
H 2.32 -2.67 -5.17
H 2.33 -2.05 -3.77
C -1.14 -1.22 1.00
C -0.07 -0.46 0.19
C -0.69 0.28 -1.01
O 0.39 0.98 -1.63
C 0.10 1.44 -2.91
N 0.42 0.50 1.21
H -1.69 -1.96 0.42
H -1.94 -0.57 1.35
H -0.67 -1.65 1.88
H 0.72 -1.15 -0.10
H -1.47 1.01 -0.75
H -1.08 -0.46 -1.71
H -0.65 2.24 -2.96
H -0.17 0.61 -3.57
H 0.94 1.89 -3.45
H 1.16 1.09 0.85
H 0.78 -0.04 2.00
C -1.93 2.24 -4.77
C -2.37 0.88 -5.31
C -2.92 -0.07 -4.27
O -4.07 0.50 -3.66
C -4.58 -0.28 -2.61
N -3.19 1.05 -6.54
H -1.62 2.90 -5.57
H -1.26 2.03 -3.94
H -2.81 2.73 -4.33
H -1.45 0.52 -5.79
H -2.23 -0.39 -3.48
H -3.08 -1.04 -4.75
H -4.00 -0.42 -1.69
H -4.75 -1.30 -2.97
H -5.55 0.11 -2.29
H -3.45 0.19 -7.00
H -4.08 1.40 -6.16
C 6.60 1.84 2.65
C 5.76 1.89 1.38
C 6.27 0.91 0.33
O 7.61 1.24 -0.01
C 8.11 0.62 -1.20
N 4.34 1.64 1.67
H 7.67 2.02 2.61
H 6.59 0.77 2.93
H 6.21 2.46 3.46
H 5.96 2.87 0.94
H 5.65 1.22 -0.53
H 6.17 -0.16 0.52
H 7.30 0.23 -1.81
H 8.88 -0.15 -1.05
H 8.68 1.45 -1.62
H 4.27 0.65 1.90
H 3.93 1.84 0.76
C -6.32 3.35 -1.83
C -5.46 3.86 -0.70
C -3.99 3.97 -1.10
O -3.29 4.39 0.07
C -1.90 4.31 -0.12
N -6.00 5.11 -0.15
H -6.09 2.31 -2.06
H -6.19 3.94 -2.74
H -7.39 3.44 -1.62
H -5.44 3.24 0.21
H -3.77 4.65 -1.93
H -3.59 2.97 -1.32
H -1.56 4.93 -0.95
H -1.54 3.29 -0.29
H -1.36 4.56 0.80
H -6.25 5.70 -0.94
H -5.27 5.64 0.32
C -1.61 -0.63 5.23
C -0.59 -0.35 6.36
O -1.30 0.22 7.48
O -2.59 -1.59 5.56
H -1.03 -1.15 4.45
H -2.12 0.26 4.85
H 0.19 0.35 6.05
H -0.26 -1.29 6.81
H -1.75 -0.50 7.93
H -3.04 -1.31 6.37
C 0.90 3.05 3.36
C 1.05 4.36 4.11
O 1.47 5.49 3.32
O -0.37 2.80 2.81
H 1.15 2.23 4.06
H 1.77 2.98 2.70
H 1.94 4.19 4.74
H 0.31 4.68 4.83
H 2.30 5.38 2.83
H -0.23 2.25 2.02
C -3.77 -4.27 2.39
C -4.16 -3.63 1.07
O -4.14 -4.48 -0.06
O -2.28 -4.46 2.36
H -4.01 -5.33 2.49
H -4.03 -3.59 3.19
H -3.62 -2.70 0.91
H -5.21 -3.31 1.15
H -3.21 -4.43 -0.31
H -2.24 -5.32 1.94
C -4.68 -0.06 2.06
C -5.28 0.28 0.70
O -6.07 -0.85 0.32
O -5.55 0.18 3.18
H -3.76 0.52 2.19
H -4.53 -1.14 2.11
H -4.49 0.48 -0.02
H -5.90 1.18 0.77
H -6.74 -1.03 0.98
H -5.52 1.13 3.37
C 2.72 3.77 -0.80
C 2.54 4.73 0.38
O 3.51 4.55 1.42
O 2.31 2.50 -0.28
H 3.78 3.67 -1.05
H 2.02 4.06 -1.59
H 1.54 4.72 0.82
H 2.60 5.75 0.00
H 3.54 3.60 1.59
H 1.72 1.98 -0.86
C 2.88 -1.44 3.91
C 3.74 -2.32 3.02
O 4.86 -2.82 3.73
O 1.71 -1.05 3.20
H 3.32 -0.48 4.18
H 2.59 -1.95 4.83
H 4.15 -1.82 2.14
H 3.17 -3.17 2.62
H 4.59 -3.39 4.46
H 1.11 -1.78 3.02
C -1.10 -4.17 -3.62
C -2.10 -4.19 -2.49
O -1.69 -3.43 -1.38
O -0.81 -2.78 -3.87
H -1.53 -4.67 -4.49
H -0.14 -4.59 -3.32
H -2.45 -5.21 -2.30
H -3.01 -3.77 -2.94
H -1.55 -2.52 -1.65
H 0.10 -2.77 -4.19
C 1.62 -3.78 -0.19
C 2.47 -2.59 -0.63
O 2.99 -2.78 -1.96
O 2.37 -4.86 0.35
H 1.03 -4.20 -1.00
H 0.86 -3.46 0.54
H 3.36 -2.47 0.00
H 1.88 -1.68 -0.66
H 3.86 -3.17 -1.87
H 2.71 -5.34 -0.42
C 1.49 -4.95 5.07
C 0.20 -4.19 4.85
O 0.14 -3.68 3.54
O 1.23 -6.34 5.07
H 1.98 -4.67 6.01
H 2.24 -4.74 4.29
H 0.14 -3.40 5.60
H -0.73 -4.76 4.94
H -0.45 -4.16 2.94
H 1.99 -6.89 4.86

Max |F|: 2.78 eV/Å
Energy above the lowest of the compared OMol25 structures with the same formula, charge and spin: 130.62 kcal/mol
E_LUMO: -0.1 eV


Entry 2:
Entry from OMol25: a cluster of 15 separate species, C38H113N7O17 in total at a distorted geometry (ωB97M-V with the def2-TZVPD basis set).

Atoms and positions in Å:
C 0.99 6.00 18.45
C 0.80 6.67 17.04
O -0.48 7.30 16.96
O 0.10 4.93 18.68
H 0.96 6.75 19.25
H 2.00 5.58 18.46
H 0.96 5.89 16.30
H 1.48 7.52 16.96
H -1.15 6.62 16.87
H -0.79 5.09 18.36
C 2.40 5.33 22.21
C 1.13 4.65 22.74
O 1.52 3.87 23.89
O 3.40 4.29 22.04
H 2.68 6.16 22.86
H 2.23 5.73 21.21
H 0.64 3.95 22.06
H 0.45 5.41 23.13
H 0.72 3.57 24.33
H 3.33 3.69 22.79
C 10.06 3.77 14.44
O 10.13 4.92 13.59
H 9.09 3.76 14.95
H 10.07 2.75 14.04
H 10.84 3.92 15.18
H 9.45 4.84 12.93
C 5.15 0.54 20.24
O 6.16 1.15 21.05
H 4.45 1.28 19.86
H 5.60 0.02 19.39
H 4.60 -0.15 20.88
H 5.71 1.77 21.63
C 10.23 -0.43 17.09
O 10.04 0.96 16.96
H 9.28 -0.97 17.14
H 10.60 -0.75 16.11
H 10.96 -0.76 17.83
H 9.08 1.10 16.85
C 4.83 -2.43 16.51
O 5.28 -1.68 17.62
H 3.84 -2.86 16.67
H 4.83 -1.81 15.62
H 5.50 -3.28 16.38
H 4.53 -1.42 18.18
C 1.83 -0.31 19.59
O 2.70 -0.90 18.63
H 2.13 -0.53 20.62
H 1.87 0.77 19.50
H 0.84 -0.79 19.57
H 2.45 -1.83 18.61
C 6.96 4.89 21.21
O 5.81 5.71 21.37
H 7.74 5.24 20.54
H 7.39 4.68 22.20
H 6.64 3.95 20.77
H 5.09 5.16 21.73
C 5.92 1.11 15.15
C 6.30 2.06 16.30
C 5.05 2.27 17.19
O 5.19 3.21 18.25
C 4.03 3.85 18.72
N 7.34 1.40 17.08
H 5.11 1.49 14.52
H 5.72 0.07 15.43
H 6.75 1.04 14.45
H 6.67 3.00 15.88
H 4.60 1.37 17.63
H 4.33 2.71 16.48
H 3.42 4.21 17.89
H 4.24 4.67 19.40
H 3.45 3.07 19.22
H 6.92 0.51 17.35
H 7.48 1.89 17.96
C 4.59 -0.86 12.20
C 3.93 -2.21 11.94
C 4.73 -3.31 12.66
O 6.04 -3.33 12.09
C 6.91 -4.36 12.59
N 2.55 -2.12 12.44
H 4.39 -0.47 13.20
H 4.19 -0.19 11.44
H 5.67 -0.81 12.07
H 3.91 -2.51 10.89
H 4.26 -4.28 12.51
H 4.77 -3.13 13.74
H 7.17 -4.11 13.62
H 7.84 -4.27 12.02
H 6.50 -5.36 12.47
H 2.70 -1.79 13.39
H 2.11 -1.29 12.06
C 12.48 4.34 21.64
C 11.16 4.08 22.38
C 10.77 2.60 22.36
O 10.94 1.99 21.09
C 9.95 2.38 20.14
N 11.27 4.63 23.72
H 13.29 3.74 22.07
H 12.82 5.37 21.62
H 12.46 4.04 20.59
H 10.37 4.64 21.87
H 9.75 2.45 22.72
H 11.48 2.04 22.98
H 9.05 1.80 20.35
H 10.30 2.10 19.15
H 9.69 3.44 20.12
H 11.72 5.53 23.70
H 11.93 4.03 24.22
C 9.53 1.81 10.96
C 8.29 1.14 10.33
C 7.10 2.09 10.13
O 6.74 2.63 11.38
C 5.41 3.04 11.68
N 8.73 0.49 9.14
H 10.28 1.08 11.27
H 9.28 2.48 11.79
H 10.01 2.46 10.23
H 7.89 0.41 11.04
H 6.28 1.46 9.78
H 7.31 2.88 9.40
H 4.98 3.79 11.01
H 5.51 3.57 12.63
H 4.77 2.17 11.88
H 8.77 1.20 8.42
H 7.89 -0.04 8.88
C 12.57 -2.92 14.53
C 11.76 -3.48 13.38
C 10.58 -2.56 13.01
O 9.72 -2.30 14.12
C 8.75 -1.32 13.84
N 12.62 -3.69 12.21
H 13.47 -3.50 14.72
H 12.00 -2.96 15.46
H 12.88 -1.89 14.38
H 11.37 -4.45 13.68
H 10.04 -3.04 12.18
H 10.97 -1.61 12.62
H 8.14 -1.19 14.73
H 8.02 -1.58 13.06
H 9.19 -0.37 13.54
H 12.10 -3.58 11.34
H 13.19 -2.85 12.13
C 5.15 6.93 17.89
C 6.46 7.48 17.38
C 6.44 7.68 15.85
O 5.88 6.53 15.19
C 6.82 5.56 14.74
N 6.79 8.71 18.13
H 4.71 6.09 17.36
H 4.37 7.70 17.90
H 5.23 6.65 18.94
H 7.30 6.85 17.69
H 7.39 7.93 15.37
H 5.77 8.51 15.63
H 7.46 6.00 13.97
H 6.26 4.67 14.43
H 7.40 5.30 15.62
H 6.86 8.47 19.11
H 7.63 9.15 17.80
C 0.06 -0.39 15.84
C 1.29 0.17 15.15
C 1.38 1.68 15.36
O 2.50 2.20 14.71
C 2.47 3.58 14.45
N 2.51 -0.51 15.52
H 0.13 -1.48 15.79
H -0.87 -0.05 15.40
H 0.05 -0.20 16.92
H 1.22 0.08 14.06
H 1.58 1.84 16.43
H 0.45 2.21 15.14
H 2.41 4.15 15.38
H 1.57 3.91 13.92
H 3.37 3.81 13.88
H 2.51 -0.62 16.53
H 3.17 0.26 15.39

Max |F|: 2.23 eV/Å
E_LUMO: 0.0 eV


Entry 3:
Entry from OMol25: a structure of composition C38H21Br4IrN4O8S3 (ωB97M-V with the def2-TZVPD basis set).

Atoms and positions in Å:
Ir 0.30 1.21 1.56
O 5.81 -1.36 2.49
C 4.57 -0.87 2.27
C 3.87 -0.14 3.22
C 2.61 0.31 2.90
N 2.02 0.06 1.72
C 2.70 -0.64 0.79
C 3.98 -1.10 1.04
C 2.07 -0.98 -0.59
O 2.84 -0.78 -1.55
O 0.92 -1.44 -0.56
C 1.83 1.12 3.91
O 2.31 1.36 5.00
O 0.64 1.46 3.52
H 6.10 -1.10 3.37
H 4.26 0.10 4.20
H 4.50 -1.63 0.25
Br -1.96 7.37 -0.47
C -0.86 5.93 0.03
C 0.52 5.98 -0.18
Br 1.31 7.50 -1.00
C 1.32 4.90 0.19
Br 3.19 4.88 -0.07
C 0.76 3.78 0.78
O 1.48 2.74 1.21
C -0.64 3.71 0.98
O -1.12 2.62 1.53
C -1.43 4.80 0.62
Br -3.28 4.63 0.94
O -1.05 -0.16 1.77
C -1.30 -1.21 2.68
C -0.04 -1.88 3.20
C 0.76 -2.72 2.48
C 1.91 -3.15 3.20
C 1.96 -2.61 4.45
S 0.62 -1.59 4.76
C -2.15 -0.65 3.81
C -2.54 -1.24 4.98
C -3.46 -0.45 5.71
C -3.74 0.72 5.08
S -2.90 0.88 3.61
C -2.11 -2.22 1.88
C -1.93 -2.53 0.57
C -2.81 -3.56 0.13
C -3.63 -4.00 1.12
S -3.36 -3.16 2.59
H 0.55 -3.00 1.45
H 2.66 -3.81 2.80
H 2.71 -2.76 5.21
H -2.20 -2.22 5.30
H -3.87 -0.73 6.67
H -4.38 1.52 5.42
H -1.17 -2.06 -0.04
H -2.83 -3.95 -0.88
H -4.40 -4.76 1.06
N 0.44 -0.36 -5.23
C -0.03 -0.74 -6.46
C 0.58 -1.31 -7.57
C -0.22 -1.54 -8.67
C -1.59 -1.22 -8.66
C -2.19 -0.66 -7.56
C -1.40 -0.42 -6.43
N -1.74 0.12 -5.20
C -0.63 0.13 -4.52
C -0.47 0.58 -3.14
C -1.51 0.42 -2.23
C -1.28 0.68 -0.90
N -0.09 1.11 -0.47
C 0.88 1.36 -1.35
C 0.73 1.10 -2.69
H 1.34 -0.58 -4.83
H 1.63 -1.56 -7.58
H 0.21 -1.99 -9.56
H -2.18 -1.42 -9.55
H -3.24 -0.41 -7.54
H -2.47 0.03 -2.55
H -2.03 0.51 -0.13
H 1.81 1.73 -0.94
H 1.57 1.28 -3.35

Multiplicity: 2
Charge: -1
Max |F|: 0.35 eV/Å
Energy above the lowest of the compared OMol25 structures with the same formula, charge and spin: 0.00 kcal/mol
E_LUMO (spin up / spin down): 1.8 / 0.4 eV